Record 1
A cluster of 3 separate species, C13H31O7P in total at a distorted geometry, computed with ωB97M-V/def2-TZVPD.

Geometry as XYZ:
```
52
Properties=species:S:1:pos:R:3:forces:R:3:lowdin_charge:R:1
C 0.121436 -3.631804 -0.582779 -0.322 0.682 -0.629 -0.11
C -0.185521 -2.376452 -1.510782 -1.548 -1.198 1.124 -0.22
C -1.642021 -1.907312 -1.106610 1.093 0.964 -0.484 -0.27
C -2.116591 -0.644327 -1.889158 -0.372 -0.611 0.153 -0.29
C -3.462840 -0.063609 -1.321311 1.174 -0.351 -0.586 -0.40
P -4.741515 -1.482907 -1.246265 0.296 0.667 0.182 0.80
C -5.885940 -3.033932 -1.196004 -0.076 -0.316 -0.185 -0.41
O -5.706928 -3.822463 -2.375030 0.139 0.142 0.690 -0.28
C -4.537005 -4.621987 -2.314130 -0.002 -0.655 -0.665 -0.15
H 1.132289 -3.585707 -0.158817 -0.314 -0.207 -0.038 0.06
H -0.021582 -4.571322 -1.140715 0.312 0.328 0.154 0.06
H -0.644761 -3.653685 0.210158 0.585 0.015 0.003 0.06
H -0.264849 -2.749336 -2.543468 0.381 0.494 0.167 0.10
H 0.562522 -1.581349 -1.411138 -0.234 -0.176 -0.111 0.09
H -2.274967 -2.793750 -1.265446 -0.059 0.373 0.029 0.07
H -1.699695 -1.639125 -0.033216 0.249 -0.350 -0.305 0.10
H -1.324824 0.120140 -1.847821 -0.213 -0.208 0.061 0.10
H -2.214659 -0.929622 -2.954808 -0.142 0.215 0.319 0.10
H -3.212434 0.330386 -0.317140 -0.470 0.006 -0.338 0.07
H -3.782118 0.748828 -2.004200 -0.069 -0.253 0.478 0.07
H -4.162780 -1.900231 0.001488 -0.182 0.100 -0.012 0.01
H -5.845316 -0.580780 -1.183089 0.094 -0.135 0.088 0.01
H -4.290102 -1.879303 -2.555035 -0.288 -0.150 0.053 0.04
H -6.959431 -2.787271 -1.122970 0.360 0.062 -0.162 0.08
H -5.619370 -3.626213 -0.295266 -0.129 0.154 -0.284 0.07
H -3.765395 -4.288753 -3.033014 -0.258 0.104 0.355 0.08
H -4.833958 -5.638140 -2.629192 0.216 0.265 0.217 0.09
H -4.095384 -4.679614 -1.307110 -0.182 0.092 -0.231 0.08
C 1.048647 -0.257572 2.111042 -0.068 -0.549 0.090 -0.03
O 1.557298 1.071314 2.182383 -0.135 0.136 0.023 -0.02
C 0.841070 1.955066 1.478622 0.148 0.186 0.225 -0.62
O -0.134786 1.703603 0.829494 -0.205 -0.047 -0.179 0.13
O 1.400255 3.160432 1.622900 -0.272 -0.119 0.058 -0.03
C 0.727155 4.205309 0.919249 -0.100 0.347 -0.139 -0.03
H 1.698288 -0.889763 2.711614 0.128 0.214 0.031 0.10
H 0.041594 -0.308893 2.523354 -0.031 0.059 -0.145 0.10
H 1.057203 -0.624951 1.084732 -0.123 0.091 0.000 0.09
H -0.294191 4.317685 1.281025 -0.007 -0.115 -0.095 0.10
H 0.734226 4.014002 -0.153099 -0.108 -0.081 0.051 0.10
H 1.271589 5.126005 1.114403 0.129 -0.148 0.114 0.10
C 7.778257 5.082998 1.736659 0.281 0.202 0.044 -0.05
O 6.685069 4.490352 1.038703 0.055 0.076 -0.070 0.00
C 5.960064 3.651452 1.780754 -0.155 0.019 -0.369 -0.63
O 6.158202 3.380015 2.931765 0.090 -0.055 0.322 0.13
O 4.980238 3.170784 1.019173 0.012 0.008 -0.050 0.02
C 4.115548 2.250463 1.691641 0.164 -0.307 0.120 -0.04
H 8.289145 5.739658 1.036435 -0.154 -0.074 -0.126 0.09
H 7.422181 5.675945 2.578489 0.014 -0.135 0.057 0.10
H 8.477604 4.319880 2.076580 -0.098 0.008 0.110 0.10
H 3.616442 2.729899 2.527365 0.126 -0.036 0.044 0.10
H 4.673888 1.376107 2.028435 0.059 0.114 0.089 0.11
H 3.368754 1.929854 0.981147 0.214 0.155 -0.248 0.08
```
Positions in Å, forces in eV/Å.

Computed properties:
spin multiplicity = 1
net charge = 0
SMILES = CCCCC[PH3]COC.COC(=O)OC.COC(=O)OC
HOMO-LUMO gap = 8.507 eV
E_LUMO = 0.65 eV

---

Record 2
A cluster of 2 separate species, C2H5IOS in total at a distorted geometry, computed with ωB97M-V/def2-TZVPD.

Geometry as XYZ:
```
10
Properties=species:S:1:pos:R:3:forces:R:3:lowdin_charge:R:1
C -0.410182 -1.004331 -0.209544 0.161 -0.334 -0.896 -0.14
C -0.432257 0.471614 0.130024 -1.190 0.409 -0.178 -0.76
O 0.426228 1.206605 0.527570 -0.542 -0.613 -0.360 -0.04
S -2.215678 0.943436 -0.123158 0.321 -1.263 0.050 0.78
H 0.369074 -1.514333 0.361426 -0.497 -0.159 0.287 0.06
H -1.461112 -1.409324 -0.178690 1.301 0.131 0.454 0.06
H -0.096632 -1.171789 -1.269835 -0.206 0.572 0.621 0.10
H -2.181220 2.230037 -0.280621 0.436 1.333 0.084 -0.17
I 3.427460 -0.221421 -0.047367 0.475 -0.306 -0.367 0.46
H 2.574322 0.469510 1.090196 -0.260 0.230 0.305 -0.35
```
Positions in Å, forces in eV/Å.

Computed properties:
spin multiplicity = 1
net charge = 0
ΔE to the lowest compared entry with this formula, charge and spin = 30.1 kJ/mol
SMILES = CC(=O)S.I
HOMO-LUMO gap = 10.389 eV
E_LUMO = 0.67 eV